Entry 1:
{
  "formula": "C8H13N4S",
  "method": "wB97M-V/def2-TZVPD",
  "orbital_gap_ev": 8.75,
  "relative_energy_kcal_mol": 40.2,
  "total_charge": 1,
  "fmax_ev_per_a": 4.55,
  "lumo_ev": -3.272,
  "energy_ev": -25293.607,
  "symbols": ["C", "C", "C", "C", "C", "C", "C", "C", "N", "N", "N", "N", "S", "H", "H", "H", "H", "H", "H", "H", "H", "H", "H", "H", "H", "H"],
  "coordinates": [[-3.29138, -1.14272, -1.22535], [-3.61601, -0.44400, -0.11781], [-1.51105, -1.15259, 0.02195], [2.30595, -0.40917, 0.83914], [2.61572, 0.33826, -0.16071], [0.51306, -2.29766, 0.42385], [4.04943, 1.81445, -1.52439], [2.83197, 1.15382, -1.12985], [-2.08839, -1.80223, -1.07025], [-2.40618, -0.36056, 0.52808], [-0.27664, -1.26608, 0.41899], [-1.63408, 1.50282, 2.13696], [2.13931, -2.19602, 0.55480], [-3.95607, -1.63828, -1.94051], [-4.45639, 0.16405, 0.13518], [2.09166, -0.02575, 1.90132], [-0.03911, -3.25461, 0.23170], [4.94574, 1.29035, -1.51850], [4.21891, 2.56945, -0.66218], [4.10002, 2.47466, -2.44961], [-1.61941, -2.27632, -1.83554], [1.91065, 1.51619, -1.67693], [-2.18053, 0.35099, 1.29003], [-1.82993, 2.33601, 1.68790], [-0.69596, 1.26975, 2.14677], [-2.12130, 1.48519, 2.99493]]
}

Entry 2:
{
  "formula": "C8H13NO",
  "method": "wB97M-V/def2-TZVPD",
  "orbital_gap_ev": 8.48,
  "smiles": "[H]/N=C(\\C(=C)C)C(O)=C(C)C",
  "relative_energy_kcal_mol": 62.2,
  "total_charge": 0,
  "fmax_ev_per_a": 4.45,
  "lumo_ev": 0.530,
  "energy_ev": -12041.857,
  "symbols": ["H", "N", "C", "C", "C", "C", "C", "O", "C", "C", "C", "H", "H", "H", "H", "H", "H", "H", "H", "H", "H", "H", "H"],
  "coordinates": [[-2.65152, -1.49362, 1.57529], [-2.06584, -0.61253, 1.78312], [-1.15426, -0.48697, 0.92230], [-0.91467, -1.30957, -0.21898], [-1.21487, -0.94560, -1.48393], [-0.54850, -2.76373, 0.12263], [-0.30891, 0.79166, 1.00037], [-0.51523, 1.44497, 2.18296], [0.73751, 1.41681, 0.33032], [1.22003, 0.97567, -1.07365], [1.61579, 2.34285, 1.01120], [-1.11201, -1.64662, -2.30059], [-1.44386, -0.07908, -1.95874], [-0.61238, -3.45444, -0.66835], [-1.17933, -3.10501, 0.95555], [0.54315, -2.89010, 0.36032], [-1.15735, 0.97230, 2.71567], [2.25354, 1.25998, -1.16703], [0.69898, 1.51135, -1.83415], [1.09980, -0.10934, -1.16984], [2.51960, 2.53634, 0.38121], [1.89430, 1.92698, 2.01699], [1.23463, 3.33224, 1.22321]]
}

Entry 3:
{
  "formula": "C8H13NO",
  "method": "wB97M-V/def2-TZVPD",
  "orbital_gap_ev": [7.35, 7.35],
  "relative_energy_kcal_mol": 76.9,
  "total_charge": 0,
  "fmax_ev_per_a": 1.02,
  "lumo_ev": [0.195, 0.197],
  "energy_ev": -12041.219,
  "symbols": ["C", "C", "C", "C", "C", "C", "C", "C", "N", "O", "H", "H", "H", "H", "H", "H", "H", "H", "H", "H", "H", "H", "H"],
  "coordinates": [[1.09283, 0.74215, -0.27321], [-0.89069, -0.85782, 0.07567], [0.88835, 1.55864, 0.97497], [2.29728, 1.18609, -1.06654], [-1.60378, -1.85685, -0.85387], [-0.82955, -1.36815, 1.51712], [0.63767, -0.55895, -0.54793], [-1.37530, 0.44717, -0.14411], [-2.11136, 1.38745, -0.27244], [1.04997, -1.40089, -1.34682], [-1.84033, 2.29934, -0.63355], [1.82328, 1.65045, 1.54137], [0.58500, 2.58779, 0.72842], [0.11341, 1.18977, 1.64603], [2.34856, 0.67261, -2.02686], [3.23487, 0.97041, -0.53638], [2.27578, 2.26921, -1.23229], [-2.59281, -2.09796, -0.45895], [-1.69015, -1.47240, -1.86894], [-0.99566, -2.75923, -0.89996], [-0.40040, -2.37308, 1.50544], [-0.20151, -0.78266, 2.18631], [-1.81546, -1.43310, 1.98653]]
}

Entry 4:
{
  "formula": "C8H13NO2",
  "method": "wB97M-V/def2-TZVPD",
  "orbital_gap_ev": 8.46,
  "smiles": "C=C=C[C@H](C(=O)[O-])[N+](C)(C)C",
  "relative_energy_kcal_mol": 120.8,
  "total_charge": 0,
  "fmax_ev_per_a": 5.49,
  "lumo_ev": 0.405,
  "energy_ev": -14087.075,
  "symbols": ["C", "C", "C", "C", "C", "O", "O", "N", "C", "C", "C", "H", "H", "H", "H", "H", "H", "H", "H", "H", "H", "H", "H", "H"],
  "coordinates": [[2.29496, -2.33654, -0.77131], [1.35397, -1.87601, 0.03951], [0.30677, -1.52556, 0.75722], [-0.69980, -0.45342, 0.82287], [-2.22687, -0.83360, 0.05240], [-2.13013, -0.81581, -1.14548], [-3.02211, -1.05785, 0.91987], [-0.19546, 0.75808, 0.08530], [-1.22021, 1.84332, -0.01941], [0.79511, 1.31803, 0.91137], [0.35589, 0.48234, -1.21927], [3.38990, -2.15406, -0.56474], [1.88945, -2.73708, -1.70358], [-0.08244, -2.25685, 1.37393], [-1.02777, -0.15291, 1.86835], [-1.90101, 1.60627, -0.71278], [-1.69559, 2.02801, 0.88831], [-0.90328, 2.91134, -0.37887], [1.35219, 2.06773, 0.41852], [0.33379, 1.75807, 1.81180], [1.36191, 0.45985, 1.12005], [1.40946, -0.09344, -1.09136], [-0.19663, -0.32634, -1.75764], [0.45789, 1.38642, -1.70504]]
}

Entry 5:
{
  "formula": "C8H13NO3P",
  "method": "wB97M-V/def2-TZVPD",
  "orbital_gap_ev": 8.27,
  "smiles": "C=C[C@@H]1C[C@@]1(NC=O)[P@](=O)([O-])CC",
  "relative_energy_kcal_mol": 63.8,
  "total_charge": -1,
  "fmax_ev_per_a": 5.34,
  "lumo_ev": 3.460,
  "energy_ev": -25428.732,
  "symbols": ["C", "C", "C", "C", "C", "N", "C", "O", "P", "O", "O", "C", "C", "H", "H", "H", "H", "H", "H", "H", "H", "H", "H", "H", "H", "H"],
  "coordinates": [[2.76754, -0.69181, 0.01208], [2.06212, 0.35904, -0.38587], [0.75628, 0.28153, -0.87579], [0.05750, 1.24803, -1.75166], [-0.53056, 1.24955, -0.43795], [-0.37840, 2.28611, 0.54043], [0.14818, 3.47043, 0.41204], [0.90511, 3.83388, -0.44632], [-2.21648, 0.34971, -0.15703], [-2.79437, 0.09921, -1.47615], [-3.07088, 1.12136, 0.80794], [-1.68343, -1.25369, 0.64690], [-1.96008, -2.58050, -0.16533], [3.83053, -0.82175, 0.14491], [2.37264, -1.71056, 0.07927], [2.47632, 1.33381, -0.40027], [0.39196, -0.71910, -0.98022], [0.55790, 2.22842, -2.24591], [-0.74203, 0.83338, -2.50586], [-1.00910, 2.20358, 1.46687], [0.14188, 3.89364, 1.42555], [-0.70620, -1.09587, 0.91579], [-2.35826, -1.51459, 1.45547], [-1.08552, -3.28570, 0.09302], [-2.92290, -3.14132, 0.02170], [-2.00011, -2.32440, -1.19675]]
}

Entry 6:
{
  "formula": "C8H13NO3RbS",
  "method": "wB97M-V/def2-TZVPD",
  "orbital_gap_ev": 9.65,
  "relative_energy_kcal_mol": 10.8,
  "total_charge": 1,
  "fmax_ev_per_a": 3.12,
  "lumo_ev": -3.095,
  "energy_ev": -27624.330,
  "symbols": ["Rb", "O", "S", "O", "O", "C", "C", "C", "H", "H", "H", "H", "H", "H", "H", "H", "N", "C", "C", "C", "C", "C", "H", "H", "H", "H", "H"],
  "coordinates": [[-0.08644, 1.24267, 1.08976], [0.40427, -2.12762, -0.40351], [0.41765, -2.43607, 1.03968], [-0.18656, -1.54373, 2.03037], [-0.16181, -3.98569, 1.29736], [-0.01852, -4.97072, 0.29515], [-1.28059, -5.76826, 0.15087], [2.16639, -2.70075, 1.61715], [0.83570, -5.62173, 0.48118], [0.16505, -4.56945, -0.70154], [-2.07243, -5.06767, -0.11418], [-1.50915, -6.13558, 1.15134], [-1.20012, -6.47962, -0.67108], [2.06653, -2.70880, 2.70254], [2.74253, -1.84079, 1.27565], [2.52358, -3.63470, 1.18326], [-0.39394, 3.92098, -0.18720], [-0.88367, 3.95886, -1.47932], [-0.95450, 5.08551, -2.24560], [-0.51624, 6.26556, -1.75961], [0.07473, 6.32402, -0.51419], [0.06772, 5.11893, 0.21684], [-1.25873, 3.02218, -1.86449], [-1.39743, 5.05667, -3.23017], [-0.58316, 7.14341, -2.38515], [0.49057, 7.25408, -0.15576], [0.54864, 5.19826, 1.18060]]
}

Entry 7:
{
  "formula": "C8H13NO3S2",
  "method": "wB97M-V/def2-TZVPD",
  "orbital_gap_ev": [7.15, 7.75],
  "relative_energy_kcal_mol": 96.6,
  "total_charge": 0,
  "fmax_ev_per_a": 6.35,
  "lumo_ev": [-0.227, -0.152],
  "energy_ev": -37804.592,
  "symbols": ["C", "C", "C", "C", "C", "C", "C", "C", "N", "O", "O", "O", "S", "S", "H", "H", "H", "H", "H", "H", "H", "H", "H", "H", "H", "H", "H"],
  "coordinates": [[2.78930, -0.43614, -1.01586], [3.42112, 0.55385, 1.12328], [2.00527, -0.70266, 0.13417], [-0.42704, 0.47757, -2.13568], [-2.08864, -0.28845, -0.32025], [-0.31090, 1.14615, 2.08239], [0.94067, -1.66157, 0.07023], [-0.63171, 0.12564, -0.71845], [2.38986, -0.16430, 1.29412], [1.09980, 1.90999, 0.05533], [-1.22634, 2.70106, -0.06204], [0.21984, -2.09026, 1.16068], [3.96108, 0.65135, -0.48411], [-0.27968, 1.63440, 0.28757], [2.50902, -0.54951, -2.00759], [3.74509, 0.99940, 2.03901], [0.70630, 0.58387, -2.25383], [-0.87732, 1.35589, -2.46740], [-0.65002, -0.34936, -2.92347], [-2.58844, 0.57537, -0.26086], [-1.90356, -0.83424, 0.71649], [-2.45288, -0.83619, -1.12835], [0.11852, 1.91707, 2.61808], [-1.23486, 0.97754, 2.37692], [0.45331, 0.30192, 2.08029], [0.69839, -2.33725, -0.83294], [0.72361, -1.60180, 1.80579]]
}

Entry 8:
{
  "formula": "C8H13NOS",
  "method": "wB97M-V/def2-TZVPD",
  "orbital_gap_ev": [4.88, 4.17],
  "relative_energy_kcal_mol": 29.8,
  "total_charge": 0,
  "fmax_ev_per_a": 8.07,
  "lumo_ev": [0.464, -3.427],
  "energy_ev": -22871.708,
  "multiplicity": 3,
  "s_squared": 2.02,
  "symbols": ["C", "C", "C", "C", "C", "C", "C", "C", "N", "O", "S", "H", "H", "H", "H", "H", "H", "H", "H", "H", "H", "H", "H", "H"],
  "coordinates": [[-0.95101, 0.31083, 0.65140], [-2.13046, -0.59315, -0.34907], [0.35824, 0.13971, 0.46757], [-2.98526, 1.24303, 1.31130], [1.41643, 1.02394, 1.09566], [2.29738, -1.39128, -0.05515], [1.17326, 0.19615, -1.73790], [0.98240, -0.76329, -0.54834], [-1.93375, -1.44989, -1.27296], [-1.65401, 1.08437, 1.43968], [-3.69397, -0.13583, 0.28795], [-3.50411, 1.38613, 2.18576], [-3.37187, 2.17768, 0.75331], [1.72380, 1.85664, 0.48941], [0.96820, 1.49667, 1.99808], [2.34026, 0.44176, 1.43021], [2.75627, -1.89197, -0.89870], [2.05960, -2.16617, 0.82429], [3.00484, -0.62863, 0.17356], [0.13212, 0.48298, -2.02599], [1.74098, -0.26900, -2.49371], [1.59852, 1.09981, -1.33976], [0.35955, -1.75061, -0.75751], [-2.68739, -1.89986, -1.62908]]
}

Entry 9:
{
  "formula": "C8H13NPt",
  "method": "wB97M-V/def2-TZVPD",
  "orbital_gap_ev": [3.87, 3.10],
  "total_charge": -2,
  "fmax_ev_per_a": 3.73,
  "lumo_ev": [5.414, 5.372],
  "energy_ev": -13233.684,
  "multiplicity": 3,
  "s_squared": 2.03,
  "symbols": ["C", "C", "C", "C", "C", "Pt", "N", "C", "C", "H", "H", "H", "H", "H", "H", "H", "H", "H", "H", "C", "H", "H", "H"],
  "coordinates": [[0.25311, 1.57633, -1.33757], [-1.03385, 0.91701, -1.46904], [-0.80010, -0.44489, -1.87079], [0.60643, -0.67261, -1.87348], [1.27236, 0.57594, -1.55543], [0.16194, 0.18845, 0.44691], [3.70574, -0.15276, 0.30840], [-0.97078, 0.75121, 1.86714], [-2.16675, 0.24003, 1.28307], [-1.57456, -1.15507, -2.16195], [-2.01483, 1.37896, -1.32467], [1.11293, -1.61134, -2.13741], [2.34966, 0.73821, -1.53945], [0.41251, 2.62909, -1.06787], [-2.81500, 0.98582, 0.81287], [-0.87247, 0.26136, 2.85174], [3.55048, 0.49702, 1.11535], [-2.58176, -0.68276, 1.69381], [-1.09631, 1.87849, 1.94329], [0.60507, -1.74301, 0.94891], [1.67857, -2.00120, 0.82657], [-0.02679, -2.32538, 0.25349], [0.24439, -1.82890, 1.98610]]
}

Entry 10:
{
  "formula": "C8H13NS2",
  "method": "wB97M-V/def2-TZVPD",
  "orbital_gap_ev": [8.23, 3.62],
  "relative_energy_kcal_mol": 67.5,
  "total_charge": 0,
  "fmax_ev_per_a": 4.18,
  "lumo_ev": [0.355, -2.676],
  "energy_ev": -31662.977,
  "symbols": ["C", "C", "C", "C", "C", "C", "C", "C", "N", "S", "S", "H", "H", "H", "H", "H", "H", "H", "H", "H", "H", "H", "H", "H"],
  "coordinates": [[-1.63897, -2.47294, 0.33782], [-0.62390, -2.93396, -0.55021], [-1.31560, -1.26581, 0.76942], [0.37253, -1.97668, -0.59861], [-2.16394, -0.17681, 1.43109], [1.59318, -1.98771, -1.42541], [1.49871, 2.57790, -0.04780], [0.51615, 0.26081, 0.45204], [-0.07374, -0.89947, 0.19219], [-0.20316, 5.40593, 0.43237], [1.54142, 0.90572, -0.79062], [-2.51413, -3.17990, 0.46708], [-0.62726, -3.84369, -1.12495], [-1.56198, -0.03854, 2.35943], [-2.34523, 0.77634, 0.90386], [-3.11744, -0.57111, 1.75466], [1.71462, -2.97124, -1.97706], [1.56902, -1.38524, -2.31928], [2.34659, -1.90580, -0.69528], [2.00369, 3.28325, -0.76251], [2.08527, 2.62409, 0.84697], [0.58342, 3.07444, -0.06010], [0.29826, 0.83892, 1.26769], [0.06250, 5.86151, -0.86281]]
}